1.
Here is an isolated molecule of C4H10N2S from the Open Molecules 2025 dataset. Energies are from ωB97M-V with the def2-TZVPD basis set.

Output
DFT total energy (a.u.): -666.044616
LUMO level (Eh): 0.0263
HOMO-LUMO gap (Eh): 0.35423
SMILES: CCN(S)/C=N\C
Energy relative to the best compared isomer or geometry (same formula, charge and spin) (kJ/mol): 153.2

Positions of all 17 atoms, in Å:
C  0.708  1.517  0.581
C  0.643  0.706  -0.725
C  -0.108  -1.380  0.419
C  -2.231  -0.628  -0.438
H  1.748  1.522  1.005
H  0.493  2.548  0.400
H  0.045  1.113  1.374
H  -0.277  0.858  -1.226
H  1.332  0.981  -1.539
H  2.741  -0.538  1.035
H  0.304  -2.049  1.202
H  -1.712  -0.482  -1.397
H  -2.485  0.377  -0.004
H  -3.117  -1.295  -0.644
N  0.851  -0.707  -0.325
N  -1.390  -1.342  0.482
S  2.457  -1.203  -0.199



2.
Here is an isolated molecule of C22H27NO5 from the Open Molecules 2025 dataset. Energies are from ωB97M-V with the def2-TZVPD basis set.

Output
DFT total energy (a.u.): -1285.473640
LUMO level (Eh): 0.0285
HOMO-LUMO gap (Eh): 0.32640
SMILES: CCCCOC(=O)[C@@H]1[C@H]2C(=O)N([C@@H](C)c3ccc(OC)cc3)C[C@]23C=C[C@H]1O3
Energy relative to the best compared isomer or geometry (same formula, charge and spin) (kJ/mol): 155.0

Positions of all 55 atoms, in Å:
C  -1.887  5.863  3.336
C  -0.551  5.383  2.780
C  0.245  4.542  3.779
C  -0.374  3.168  4.033
H  -1.393  3.251  4.413
H  0.244  2.610  4.743
O  -0.488  2.412  2.825
C  0.613  1.812  2.379
O  1.677  1.832  2.941
C  0.346  1.143  1.051
C  1.490  0.258  0.568
C  1.139  -1.156  0.117
O  0.489  -1.966  0.735
N  1.710  -1.348  -1.095
C  2.400  -0.195  -1.638
C  1.868  0.933  -0.784
C  2.561  2.226  -0.436
C  1.589  3.015  0.007
H  1.641  4.004  0.417
C  0.316  2.201  -0.118
H  -0.622  2.738  -0.227
O  0.592  1.389  -1.235
H  3.619  2.386  -0.470
H  2.146  -0.046  -2.691
H  3.488  -0.294  -1.536
C  1.525  -2.574  -1.860
C  0.040  -2.850  -2.005
C  -0.521  -4.103  -1.830
C  -1.884  -4.308  -1.976
C  -2.719  -3.248  -2.301
C  -2.159  -1.982  -2.481
C  -0.804  -1.791  -2.336
H  -0.400  -0.797  -2.465
H  -2.813  -1.161  -2.729
O  -4.070  -3.333  -2.467
C  -4.692  -4.577  -2.263
H  -4.334  -5.328  -2.975
H  -5.755  -4.406  -2.427
H  -4.538  -4.941  -1.242
H  -2.278  -5.301  -1.825
H  0.094  -4.948  -1.567
C  2.320  -3.704  -1.207
H  2.311  -4.592  -1.834
H  1.894  -3.937  -0.236
H  3.353  -3.390  -1.071
H  1.939  -2.379  -2.858
H  2.310  0.235  1.289
H  -0.606  0.611  1.083
H  1.259  4.391  3.403
H  0.314  5.065  4.734
H  0.051  6.252  2.504
H  -0.723  4.795  1.876
H  -2.550  5.026  3.536
H  -1.739  6.417  4.260
H  -2.378  6.517  2.619



Repeat the first record exactly.
Here is an isolated molecule of C4H10N2S from the Open Molecules 2025 dataset. Energies are from ωB97M-V with the def2-TZVPD basis set.

Output
DFT total energy (a.u.): -666.044616
LUMO level (Eh): 0.0263
HOMO-LUMO gap (Eh): 0.35423
SMILES: CCN(S)/C=N\C
Energy relative to the best compared isomer or geometry (same formula, charge and spin) (kJ/mol): 153.2

Positions of all 17 atoms, in Å:
C  0.708  1.517  0.581
C  0.643  0.706  -0.725
C  -0.108  -1.380  0.419
C  -2.231  -0.628  -0.438
H  1.748  1.522  1.005
H  0.493  2.548  0.400
H  0.045  1.113  1.374
H  -0.277  0.858  -1.226
H  1.332  0.981  -1.539
H  2.741  -0.538  1.035
H  0.304  -2.049  1.202
H  -1.712  -0.482  -1.397
H  -2.485  0.377  -0.004
H  -3.117  -1.295  -0.644
N  0.851  -0.707  -0.325
N  -1.390  -1.342  0.482
S  2.457  -1.203  -0.199



Question: Among the records above, which one has the lowest LUMO level?
Answer: C4H10N2S



Question: energy relative to the best compared isomer or geometry (same formula, charge and spin) of number 2 (C22H27NO5)?
Answer: 155.0 kJ/mol